No. 1
DFT (ωB97M-V/def2-TZVPD) results for one molecule with the formula C17H22N2O6S.

Cartesian coordinates (Å):
C: -2.9496 -2.1215 -0.5083
C: -1.6349 -2.8713 -0.3181
O: -0.7297 -2.2111 0.5482
C: -0.1856 -1.0137 0.1583
C: -0.2154 -0.5128 -1.1331
C: 0.3266 0.7281 -1.4256
N: 0.2512 1.2439 -2.7234
S: -1.1156 1.0424 -3.6791
O: -1.2881 2.2602 -4.4120
O: -2.2159 0.5431 -2.9063
C: -0.5668 -0.2475 -4.8325
C: -1.7264 -0.5653 -5.7502
C: 0.9611 1.4725 -0.4198
O: 1.4658 2.6823 -0.8066
C: 2.0730 3.5044 0.1752
C: 2.4981 4.7945 -0.5083
C: 1.0367 0.9536 0.8621
C: 0.4602 -0.2749 1.1627
N: 0.4819 -0.8256 2.4435
C: 1.0529 -0.3379 3.5768
O: 1.6752 0.7055 3.6664
C: 0.8479 -1.2174 4.7400
C: 1.2748 -1.0613 6.0342
C: 0.8078 -2.1888 6.7426
C: 0.1331 -2.9478 5.8342
O: 0.1492 -2.3740 4.6237
H: -3.6415 -2.7473 -1.0654
H: -2.8052 -1.1907 -1.0520
H: -3.3859 -1.8934 0.4612
H: -1.1594 -3.0767 -1.2852
H: -1.8174 -3.8272 0.1822
H: -0.6984 -1.0535 -1.9262
H: 0.6304 2.1781 -2.7861
H: 0.2828 0.1719 -5.3614
H: -0.2565 -1.1003 -4.2374
H: -1.4604 -1.3354 -6.4715
H: -2.5741 -0.9058 -5.1603
H: -2.0216 0.3351 -6.2832
H: 1.3585 3.7156 0.9809
H: 2.9445 2.9936 0.6046
H: 2.9639 5.4571 0.2151
H: 1.6325 5.2900 -0.9400
H: 3.2072 4.5800 -1.3034
H: 1.5201 1.4893 1.6601
H: -0.0034 -1.7121 2.5065
H: 1.8473 -0.2394 6.4103
H: 0.9528 -2.4052 7.7808
H: -0.3836 -3.8831 5.9257

Computed properties:
Relative energy (zero: lowest compared OMol25 entry of this formula, charge and spin), kcal per mole: 54.22
E_HOMO, eV: -7.486
Gap between HOMO and LUMO, eV: 8.168
E_LUMO, eV: 0.68
E, a.u.: -1620.1246

=====

No. 2
DFT (ωB97M-V/def2-TZVPD) results for a 2-piece molecular cluster, C2H10N2O3P overall.

Cartesian coordinates (Å):
C: -0.2949 0.2624 -1.9006
C: 0.4389 -0.8510 -1.1675
N: 1.6938 -0.6585 -1.0768
N: 0.6981 1.2607 -2.2714
O: -0.2752 -0.6308 3.5790
O: -2.3063 -0.3348 2.2654
O: 0.0780 -0.3020 1.1392
P: -0.7994 0.0861 2.2950
H: -1.1377 0.6350 -1.4437
H: -0.6385 -0.3651 -2.7752
H: -0.1722 -1.8742 -0.9550
H: 2.2378 -1.4490 -0.8426
H: 1.8395 0.3309 -1.4503
H: 0.9303 1.3176 -3.2396
H: -0.7658 1.4507 2.4680
H: 0.5134 2.1554 -1.8676
H: 0.5392 -0.4504 4.0314
H: -2.5790 -0.5829 3.2124

Computed properties:
Relative energy (zero: lowest compared OMol25 entry of this formula, charge and spin), kcal per mole: 0.95
E_HOMO, eV: -14.531
Total charge: +1
Gap between HOMO and LUMO, eV: 11.569
E_LUMO, eV: -2.96
E, a.u.: -758.6081

=====

No. 3
DFT (ωB97M-V/def2-TZVPD) results for C3H3InO3 as an isolated structure.

Cartesian coordinates (Å):
H: -1.5248 0.2704 1.9385
O: 0.4040 -0.0690 0.9777
C: -0.3833 -1.0438 1.1995
O: -1.5561 -0.6737 1.7420
O: -0.2077 -2.2315 0.8993
In: 0.3290 -2.7997 -1.3263
H: 1.5738 1.4434 -1.8509
C: 0.6583 1.8388 -1.2773
C: 0.2660 2.5333 -2.2339
H: 0.4408 0.7319 -0.0686

Computed properties:
E_HOMO, eV: -8.749
Gap between HOMO and LUMO, eV: 7.251
E_LUMO, eV: -1.50
E, a.u.: -531.7862

=====

No. 4
DFT (ωB97M-V/def2-TZVPD) results for a 22-piece molecular cluster, C5H50FO23 overall.

Cartesian coordinates (Å):
C: -0.5293 -2.1695 -2.3580
C: -0.8798 -0.8118 -1.7560
F: -0.6503 0.2020 -2.8318
C: -0.1150 -0.5418 -0.4976
C: 0.3594 0.9010 -0.4146
C: 1.5064 1.2539 -1.3133
O: 2.3190 0.4877 -1.8513
O: 1.6577 2.6442 -1.5815
H: 0.4653 -2.1076 -2.8013
H: -0.4860 -2.8792 -1.5273
H: -1.2670 -2.4942 -3.0970
H: -1.9720 -0.7764 -1.6151
H: 0.7640 -1.2057 -0.5166
H: -0.4475 1.6152 -0.5684
H: 0.6870 1.0763 0.6159
H: 1.5158 2.7639 -2.5238
O: 2.6396 4.6027 0.4650
H: 2.3892 3.9265 -0.1810
H: 1.8643 4.6894 1.0287
O: 2.2005 0.8121 2.1313
H: 2.2054 -0.0069 2.6349
H: 3.1202 1.0861 2.0447
O: -2.5785 -4.5392 -1.5008
H: -2.6088 -5.1111 -2.2737
H: -3.4797 -4.5505 -1.1538
O: -1.7212 -7.0365 -3.3135
H: -1.9130 -7.8390 -3.8026
H: -0.7621 -6.9862 -3.2739
O: -1.0093 1.9118 2.1323
H: -0.3708 1.1912 2.0954
H: -0.6543 2.5678 1.5220
O: -3.8914 0.7805 2.3365
H: -3.7959 -0.0730 2.7640
H: -2.9951 1.1425 2.3250
O: -2.5331 3.4336 4.2230
H: -3.0136 2.7810 4.7385
H: -1.9601 2.9043 3.6471
O: -5.4674 -4.2145 -1.7962
H: -5.3795 -3.6607 -2.5817
H: -6.4018 -4.2172 -1.5772
O: 4.0466 -1.5045 -0.4540
H: 4.3793 -1.0631 0.3343
H: 3.3309 -0.9296 -0.7659
O: 4.8257 1.9292 1.4275
H: 5.5339 2.4661 1.7883
H: 5.1189 1.7518 0.5143
O: 5.5791 -1.6944 2.2042
H: 5.5721 -2.4949 1.6700
H: 6.5062 -1.4716 2.3124
O: 2.0589 -3.2728 -4.4532
H: 2.8386 -2.9587 -3.9854
H: 2.3638 -3.5046 -5.3331
O: -7.6691 -6.1510 -1.5688
H: -8.2374 -6.7035 -1.0277
H: -7.2887 -6.7358 -2.2281
O: 4.8910 2.1058 -1.6717
H: 3.9434 1.9542 -1.8245
H: 5.2694 2.2063 -2.5456
O: -5.6211 -1.7692 -3.4929
H: -6.3844 -1.3977 -3.9402
H: -4.8548 -1.4621 -3.9874
O: -1.2812 3.7738 -0.4566
H: -1.2890 4.2213 -1.3085
H: -2.2088 3.6851 -0.2205
O: -1.1717 3.9601 6.9005
H: -1.2647 3.0082 6.9660
H: -1.5373 4.1638 6.0268
O: -0.5334 -2.8033 1.8779
H: -0.0963 -3.6100 2.1637
H: -1.1408 -3.0562 1.1758
O: -0.4514 6.6539 -2.0390
H: 0.1073 6.1367 -1.4473
H: -0.7004 7.4183 -1.5145
O: 1.5468 3.5308 2.8689
H: 1.6469 2.6536 2.4700
H: 2.4524 3.8221 2.9984
O: 3.9650 1.7482 4.3317
H: 4.6100 2.3073 4.7693
H: 4.3330 1.5342 3.4684

Computed properties:
E_HOMO, eV: -1.847
Total charge: -1
Gap between HOMO and LUMO, eV: 3.942
E_LUMO, eV: 2.09
E, a.u.: -2050.8587

=====

No. 5
DFT (ωB97M-V/def2-TZVPD) results for C33H47BN11ORuS as an isolated structure.

Cartesian coordinates (Å):
Ru: -1.4501 0.5708 0.1220
C: 1.2533 3.4362 0.5469
C: 0.2269 3.2101 1.5956
C: 0.1233 3.8309 2.8385
C: -1.1059 3.4372 3.3589
C: -1.6665 3.8074 4.6784
N: -1.6852 2.6169 2.4541
N: -0.8574 2.4575 1.4008
B: -3.1655 2.1819 2.3696
N: -3.6776 2.4957 0.9414
N: -3.0302 2.0962 -0.1645
C: -3.6140 2.6448 -1.2337
C: -3.0196 2.4211 -2.5789
C: -4.7051 3.3935 -0.8077
C: -4.7206 3.2736 0.5823
C: -5.6948 3.8439 1.5391
N: -3.2813 0.6652 2.6240
N: -2.7332 -0.2617 1.8113
C: -3.1271 -1.4755 2.2401
C: -2.7806 -2.7595 1.5823
C: -3.9270 -1.3141 3.3643
C: -4.0044 0.0573 3.5846
C: -4.7083 0.7632 4.6756
H: 1.2716 4.4950 0.2953
H: 0.9956 2.8829 -0.3534
H: 2.2429 3.1488 0.8941
H: 0.8357 4.4913 3.2870
H: -1.0686 4.6052 5.1133
H: -1.6387 2.9541 5.3565
H: -2.6992 4.1385 4.6003
H: -3.7987 2.7821 3.1524
H: -2.1338 1.7691 -2.4618
H: -2.7034 3.3667 -3.0179
H: -3.7348 1.9601 -3.2575
H: -5.3881 3.9488 -1.4174
H: -6.4861 4.3678 1.0106
H: -5.2064 4.5458 2.2127
H: -6.1418 3.0561 2.1436
H: -3.1168 -2.7630 0.5460
H: -3.2692 -3.5768 2.1061
H: -1.7038 -2.9287 1.5859
H: -4.3958 -2.0844 3.9415
H: -5.3015 0.0546 5.2457
H: -5.3620 1.5415 4.2892
H: -3.9916 1.2381 5.3455
C: 1.1008 -1.8386 -4.2763
N: 0.6045 -2.2156 -2.9699
C: 1.6133 -2.8649 -2.1665
C: -0.6291 -1.9527 -2.5150
S: -0.8638 -1.8099 -0.8108
N: -1.6805 -1.8336 -3.3274
C: -2.9420 -1.3115 -2.8511
C: -1.7650 -2.3924 -4.6633
H: 2.0510 -1.3188 -4.1369
H: 0.4180 -1.1694 -4.7871
H: 1.2942 -2.7114 -4.9019
H: 2.5118 -2.2494 -2.1171
H: 1.8695 -3.8175 -2.6349
H: 1.2498 -3.0468 -1.1614
H: -2.7813 -0.5994 -2.0263
H: -3.5905 -2.1157 -2.4942
H: -3.4360 -0.8035 -3.6775
H: -0.9736 -3.1108 -4.8454
H: -1.7358 -1.6053 -5.4196
H: -2.7187 -2.9135 -4.7536
C: 5.2728 -5.5015 0.1735
C: 5.5232 -4.0907 -0.2245
C: 6.2440 -3.2485 0.6289
C: 6.4677 -1.9338 0.2931
C: 5.9664 -1.4203 -0.9068
N: 6.2257 -0.0821 -1.2204
C: 5.4521 0.7913 -1.9304
O: 5.9018 1.7083 -2.5615
N: 4.0495 0.5808 -1.9040
C: 3.2160 0.4187 -0.8165
C: 3.6446 0.2039 0.4977
C: 2.7061 0.0642 1.5040
C: 1.3579 0.1415 1.1941
N: 0.9434 0.3879 -0.0450
C: 1.8304 0.5252 -1.0167
C: 5.2758 -2.2587 -1.7838
C: 5.0672 -3.5791 -1.4401
H: 6.2119 -5.9832 0.4414
H: 4.7980 -6.0723 -0.6187
H: 4.6336 -5.5292 1.0574
H: 6.6337 -3.6306 1.5610
H: 7.0338 -1.2814 0.9409
H: 7.1863 0.2266 -1.1043
H: 3.6254 1.1105 -2.6587
H: 4.6923 0.1785 0.7411
H: 3.0196 -0.0885 2.5244
H: 0.5781 0.0240 1.9454
H: 1.4316 0.7554 -1.9980
H: 4.9844 -1.8753 -2.7506
H: 4.5743 -4.2473 -2.1293

Computed properties:
Multiplicity: 2
Relative energy (zero: lowest compared OMol25 entry of this formula, charge and spin), kcal per mole: 44.90
E_HOMO (alpha / beta), eV: -12.671 / -12.671
Total charge: +2
<S²>: 0.80
Gap between HOMO and LUMO (alpha / beta), eV: 5.037 / 5.188
E_LUMO (alpha / beta), eV: -7.63 / -7.48
E, a.u.: -2480.7442

=====

No. 6
DFT (ωB97M-V/def2-TZVPD) results for a 2-piece molecular cluster, C12H19N2O3 overall.

Cartesian coordinates (Å):
C: 2.3728 -2.9934 0.1872
C: 2.9395 -1.7145 -0.4292
C: 2.1578 -1.1776 -1.6488
N: 0.8029 -1.7708 -1.7952
C: -0.1170 -1.4292 -0.8023
C: -1.2739 -2.1850 -0.6396
C: -2.1899 -1.8801 0.3488
C: -3.3916 -2.7554 0.5277
O: -3.5315 -3.3461 1.5364
O: -4.2953 -2.7588 -0.4783
C: -1.9512 -0.7964 1.1940
C: -0.8034 -0.0654 1.0151
N: 0.0654 -0.3873 0.0280
H: 1.8303 -3.5974 -0.5278
H: 3.1606 -3.5895 0.6293
H: 1.7019 -2.7456 1.0095
H: 3.0495 -0.9159 0.3001
H: 3.9427 -1.9302 -0.7799
H: 2.0926 -0.0857 -1.6480
H: 2.6927 -1.4413 -2.5517
H: 0.4324 -1.4556 -2.6886
H: -1.4452 -3.0388 -1.2735
H: -4.0345 -3.3885 -1.1643
H: -2.6364 -0.5591 1.9878
H: -0.5865 0.7809 1.6471
H: 0.8881 0.1950 -0.0674
C: -0.4775 3.9797 -0.5403
C: -0.4173 4.0449 0.9668
O: -0.8712 3.1576 1.6592
C: 0.2251 5.2637 1.5716
H: -0.9685 3.0573 -0.8483
H: -1.0436 4.8263 -0.9287
H: 0.5309 4.0100 -0.9568
H: -0.3138 6.1609 1.2643
H: 1.2616 5.3430 1.2402
H: 0.2016 5.1883 2.6557

Computed properties:
Relative energy (zero: lowest compared OMol25 entry of this formula, charge and spin), kcal per mole: 0.00
E_HOMO, eV: -12.648
Total charge: +1
Gap between HOMO and LUMO, eV: 8.437
E_LUMO, eV: -4.21
E, a.u.: -803.6485